Entry from the OMol25 dataset: the molecule C6H4O (wB97M-V/def2-TZVPD).

ORCA input file:
```
! wB97M-V def2-TZVPD RIJCOSX def2/J DEFGRID3
* xyz 0 1
C -2.335 -0.145 -0.781
C -0.980 0.117 -0.304
C 0.130 0.321 0.130
C 1.424 0.610 0.702
O 1.688 1.621 1.302
C 2.091 -1.419 1.135
C 2.573 -0.418 0.477
H -2.663 0.632 -1.479
H -3.027 -0.147 0.067
H -2.399 -1.115 -1.283
H 3.497 -0.057 0.034
*
```

## Properties
HOMO: -10.31 eV
Kohn-Sham gap: 9.24 eV
maximum force: 0.72 eV/A

These are the Mulliken partial charges, in e, on atoms 1 to 2: atom 1 (C): -1.26, atom 2 (C): 1.21

=====

Entry from the OMol25 dataset: a structure of composition C35H26N7S3Ti at a distorted geometry (wB97M-V/def2-TZVPD).

ORCA input file:
```
! wB97M-V def2-TZVPD RIJCOSX def2/J DEFGRID3
* xyz 3 1
Ti 0.577 0.422 -0.179
C 3.237 1.463 3.254
C 2.225 1.440 2.160
N 2.403 0.864 1.018
N 3.620 0.312 0.747
C 3.832 -0.251 -0.461
N 5.034 -0.704 -0.745
S 2.543 -0.366 -1.554
C 0.919 2.102 2.307
C 0.642 2.954 3.362
C -0.610 3.554 3.441
C -1.544 3.266 2.463
C -1.191 2.411 1.429
N 0.014 1.845 1.332
H 3.831 0.549 3.277
H 3.918 2.314 3.143
H 2.757 1.558 4.224
H 4.389 0.482 1.381
H 5.819 -0.624 -0.114
H 5.203 -1.113 -1.652
H 1.391 3.170 4.110
H -0.846 4.229 4.253
H -2.529 3.710 2.485
H -1.901 2.182 0.648
S -1.466 -3.147 5.698
C -1.082 -2.318 7.125
C -0.510 -1.101 6.880
C -0.383 -0.838 5.505
C -0.862 -1.857 4.709
C -0.896 -1.947 3.262
C -0.381 -0.905 2.477
N -0.357 -0.903 1.142
C -0.886 -1.977 0.495
C -1.445 -3.066 1.184
C -2.000 -4.151 0.422
C -1.986 -4.138 -0.927
C -1.407 -3.041 -1.652
C -1.362 -2.971 -3.044
C -0.790 -1.870 -3.689
C -0.260 -0.862 -2.862
N -0.286 -0.908 -1.533
C -0.857 -1.974 -0.924
C -0.737 -1.746 -5.127
C -0.188 -0.732 -5.887
C -0.318 -0.939 -7.268
C -0.964 -2.110 -7.558
S -1.414 -2.965 -6.168
C -1.434 -3.038 2.577
H -1.299 -2.766 8.082
H -0.199 -0.423 7.661
H 0.035 0.086 5.127
H 0.013 -0.039 2.983
H -2.435 -4.979 0.966
H -2.413 -4.956 -1.492
H -1.783 -3.783 -3.624
H 0.192 0.014 -3.307
H 0.293 0.144 -5.472
H 0.044 -0.259 -8.024
H -1.196 -2.506 -8.535
H -1.858 -3.870 3.125
N -2.084 5.243 -5.066
C -1.671 4.535 -4.261
C -1.177 3.629 -3.269
C -2.035 2.651 -2.754
C -1.554 1.740 -1.833
C -0.227 1.810 -1.390
C 0.610 2.809 -1.888
C 0.144 3.711 -2.833
H -3.059 2.604 -3.100
H -2.225 0.964 -1.477
H 1.638 2.894 -1.549
H 0.790 4.479 -3.236
*
```

## Properties
HOMO: -14.94 eV
Kohn-Sham gap: 4.79 eV
maximum force: 1.53 eV/A

These are the Mulliken partial charges, in e, on atoms 1 to 2: atom 1 (Ti): -0.87, atom 2 (C): -2.11

=====

Entry from the OMol25 dataset: the molecule C5H6O2 (wB97M-V/def2-TZVPD).

ORCA input file:
```
! wB97M-V def2-TZVPD RIJCOSX def2/J DEFGRID3
* xyz 0 1
C -0.720 -0.969 -0.405
C -0.056 0.226 0.297
O 1.254 0.223 -0.335
C 1.943 -0.897 0.002
O 1.918 -1.434 1.077
C -0.723 1.535 0.144
C -1.309 2.589 0.097
H -1.520 -1.462 0.143
H 0.064 -1.734 -0.507
H -1.044 -0.664 -1.402
H 0.079 0.045 1.367
H 2.502 -1.292 -0.862
H -1.828 3.528 0.047
*
```

## Properties
HOMO: -10.36 eV
Kohn-Sham gap: 11.35 eV
maximum force: 0.70 eV/A

These are the Mulliken partial charges, in e, on atoms 1 to 2: atom 1 (C): -1.08, atom 2 (C): 0.42

=====

Entry from the OMol25 dataset: a cluster of 2 separate species, C3H8OS2 in total at a distorted geometry (wB97M-V/def2-TZVPD).

ORCA input file:
```
! wB97M-V def2-TZVPD RIJCOSX def2/J DEFGRID3
* xyz 0 1
C -2.440 -0.007 0.497
S -2.068 -1.057 -0.909
S -1.002 -0.852 -2.687
H -3.012 0.874 0.206
H -1.598 0.238 1.121
H -3.248 -0.494 1.037
H -0.074 0.123 -2.549
C 1.734 -0.514 -0.045
C 1.816 0.786 0.278
O 2.451 1.174 1.442
H 0.755 -0.983 -0.200
H 2.487 -1.240 0.319
H 1.422 1.595 -0.324
H 2.778 0.356 1.814
*
```

## Properties
HOMO: -8.19 eV
Kohn-Sham gap: 8.27 eV
maximum force: 2.67 eV/A

These are the Mulliken partial charges, in e, on atoms 1 to 2: atom 1 (C): -0.72, atom 2 (S): -0.08

=====

Entry from the OMol25 dataset: a cluster of 2 separate species, C12H19N4 in total at a distorted geometry (wB97M-V/def2-TZVPD).

ORCA input file:
```
! wB97M-V def2-TZVPD RIJCOSX def2/J DEFGRID3
* xyz 1 1
C 3.235 0.523 0.475
C 2.569 0.953 -0.808
C 1.545 -1.196 1.188
N 2.778 -0.867 0.873
N 0.596 -0.307 1.453
N 1.232 -2.492 1.350
H 4.308 0.361 0.472
H 2.982 1.142 1.330
H 1.552 1.293 -0.645
H 2.676 0.175 -1.567
H 3.391 -1.615 0.591
H 0.773 0.682 1.453
H -0.362 -0.585 1.300
H 1.975 -3.147 1.158
H 0.261 -2.752 1.372
H 3.152 1.730 -1.294
C -0.953 -1.272 -2.527
C -2.370 0.311 0.543
C -1.564 0.395 -0.607
C -1.518 -0.922 -1.196
C -2.152 -1.747 -0.324
C -2.028 2.628 0.906
C -2.639 1.463 1.306
C -1.183 2.736 -0.216
C -1.024 1.612 -1.010
N -2.673 -1.014 0.737
H -2.208 3.481 1.554
H -3.341 1.376 2.122
H -0.640 3.665 -0.337
H -0.556 1.677 -1.983
H -2.952 -1.452 1.596
H -2.386 -2.796 -0.466
H -1.341 -2.214 -2.929
H 0.138 -1.263 -2.577
H -1.271 -0.561 -3.291
*
```

## Properties
HOMO: -11.16 eV
Kohn-Sham gap: 8.53 eV
maximum force: 2.02 eV/A

These are the Mulliken partial charges, in e, on atoms 1 to 2: atom 1 (C): -0.79, atom 2 (C): -0.58

=====

Entry from the OMol25 dataset: the molecule C21H25N5O4 at a distorted geometry (wB97M-V/def2-TZVPD).

ORCA input file:
```
! wB97M-V def2-TZVPD RIJCOSX def2/J DEFGRID3
* xyz 0 1
C -2.936 -0.906 2.931
C -2.441 -0.809 1.508
O -2.157 0.249 0.970
N -2.334 -1.993 0.875
H -2.471 -2.849 1.391
C -1.854 -2.123 -0.493
C -0.314 -1.983 -0.474
O 0.435 -2.937 -0.459
N 0.075 -0.699 -0.442
H -0.639 -0.001 -0.271
C 1.457 -0.303 -0.253
C 1.828 -0.269 1.236
H 2.907 -0.138 1.324
C 1.123 0.881 1.957
N 1.491 2.122 1.310
C 2.069 3.114 2.002
N 2.019 3.011 3.340
C 2.343 4.025 4.103
C 2.725 5.271 3.611
C 2.936 5.364 2.252
C 2.679 4.269 1.430
N 3.211 4.325 0.112
O 3.267 5.410 -0.438
O 3.636 3.289 -0.374
H 3.360 6.250 1.801
H 2.921 6.098 4.272
H 2.289 3.837 5.167
C 1.034 2.172 -0.059
H -0.055 2.025 -0.040
C 1.697 1.068 -0.886
H 2.768 1.264 -0.932
H 1.299 1.085 -1.900
H 1.219 3.147 -0.505
H 0.036 0.759 1.907
H 1.428 0.931 3.001
H 1.558 -1.220 1.697
H 2.065 -1.064 -0.754
H -2.280 -1.295 -1.071
C -2.281 -3.467 -1.085
C -2.148 -3.444 -2.583
C -0.966 -3.838 -3.195
C -0.839 -3.788 -4.572
C -1.893 -3.343 -5.352
C -3.074 -2.946 -4.749
C -3.199 -2.994 -3.372
H -4.124 -2.684 -2.906
H -3.900 -2.598 -5.353
H -1.795 -3.307 -6.427
H 0.085 -4.098 -5.037
H -0.142 -4.177 -2.584
H -1.638 -4.245 -0.667
H -3.319 -3.665 -0.807
H -3.869 -1.463 2.973
H -2.196 -1.417 3.543
H -3.094 0.094 3.326
*
```

## Properties
HOMO: -8.29 eV
Kohn-Sham gap: 8.06 eV
maximum force: 1.36 eV/A

These are the Mulliken partial charges, in e, on atoms 1 to 2: atom 1 (C): -1.56, atom 2 (C): 0.86

=====

Entry from the OMol25 dataset: a cluster of 11 separate species, C43H44Cl30I2N7O5S in total at a distorted geometry (wB97M-V/def2-TZVPD).

ORCA input file:
```
! wB97M-V def2-TZVPD RIJCOSX def2/J DEFGRID3
* xyz 1 1
C 0.375 -2.417 3.510
C 0.484 -1.308 2.398
I 0.823 0.659 3.190
C 0.338 -1.585 1.059
I -0.144 -3.698 0.714
N 0.420 -0.590 0.034
C 1.626 -0.205 -0.571
N 2.444 -0.926 -1.310
C 3.666 -0.399 -1.967
C 3.267 0.055 -3.442
C 3.899 1.418 -3.887
S 5.664 1.594 -3.464
O 6.319 0.300 -3.439
O 5.772 2.363 -2.232
O 6.320 2.512 -4.676
C 2.171 -2.329 -1.570
C 2.973 -3.381 -0.952
C 2.677 -4.760 -1.246
N 1.744 -5.314 -2.080
C 1.057 -4.289 -2.662
C 1.165 -2.863 -2.481
N 2.026 1.191 -0.492
C 3.039 1.426 0.584
C 0.850 2.079 -0.351
C 1.201 3.543 -0.813
C 1.215 4.651 0.173
C 1.564 5.940 -0.450
C 1.902 6.134 -1.851
N 1.878 5.087 -2.723
C 1.525 3.901 -2.186
C -0.388 1.472 -1.130
C -1.546 2.532 -1.114
C -1.895 3.319 0.058
C -2.969 4.319 0.118
C -3.658 4.484 -1.191
C -3.171 3.651 -2.277
N -2.200 2.709 -2.292
C -0.796 0.151 -0.330
N -1.574 -0.661 -1.313
O -1.568 0.417 0.826
C -2.787 -0.309 0.882
O -2.789 -1.350 1.478
C -4.136 0.175 0.294
C -5.005 1.027 1.101
C -6.307 1.463 0.586
C -6.791 1.105 -0.749
C -5.921 0.253 -1.559
C -4.632 -0.191 -1.044
H 1.098 -3.250 3.312
H 0.667 -1.994 4.512
H -0.692 -2.772 3.554
H 4.358 -1.277 -2.102
H 4.240 0.357 -1.388
H 2.148 0.066 -3.505
H 3.601 -0.753 -4.153
H 3.836 1.454 -5.015
H 3.310 2.302 -3.531
H 5.728 3.294 -4.740
H 3.804 -3.118 -0.257
H 3.311 -5.516 -0.709
H 0.282 -4.626 -3.403
H 0.489 -2.175 -3.039
H 3.908 1.965 0.100
H 3.369 0.461 1.039
H 2.633 2.152 1.336
H 0.504 2.205 0.718
H 0.980 4.517 1.249
H 1.566 6.842 0.189
H 2.170 7.151 -2.210
H 1.471 3.047 -2.917
H -0.080 1.253 -2.183
H -1.299 3.151 0.991
H -3.229 4.903 1.025
H -4.489 5.238 -1.334
H -3.684 3.821 -3.262
H -0.926 -1.315 -1.755
H -1.880 -0.046 -2.081
H -4.668 1.339 2.114
H -6.981 2.090 1.219
H -7.784 1.454 -1.132
H -6.225 -0.076 -2.582
H -4.030 -0.846 -1.721
C -2.927 6.428 -5.179
Cl -4.220 5.220 -5.160
Cl -3.290 7.741 -4.055
Cl -1.373 5.683 -4.784
H -2.863 6.842 -6.180
C 2.869 -7.736 2.217
Cl 2.984 -7.659 3.976
Cl 1.356 -7.012 1.653
Cl 4.261 -6.935 1.472
H 2.878 -8.781 1.921
C -1.463 -6.208 4.448
Cl -1.536 -7.773 3.629
Cl 0.209 -5.769 4.811
Cl -2.232 -4.960 3.459
H -2.005 -6.285 5.385
C -7.498 6.801 -0.406
Cl -7.321 8.274 0.557
Cl -8.035 7.189 -2.042
Cl -5.974 5.897 -0.450
H -8.252 6.175 0.062
C 7.423 -8.797 2.069
Cl 8.227 -9.009 3.628
Cl 8.432 -7.846 0.972
Cl 7.031 -10.363 1.352
H 6.497 -8.257 2.233
C -2.410 -9.934 0.529
Cl -2.105 -11.649 0.820
Cl -0.925 -8.995 0.736
Cl -3.084 -9.686 -1.085
H -3.136 -9.588 1.259
C 11.621 -9.745 5.210
Cl 10.481 -10.678 6.188
Cl 11.959 -8.184 5.968
Cl 13.115 -10.652 4.960
H 11.167 -9.561 4.241
C -10.270 4.073 -0.968
Cl -10.044 5.516 0.029
Cl -10.835 4.514 -2.581
Cl -8.767 3.138 -1.066
H -11.027 3.452 -0.499
C -5.385 4.850 4.139
Cl -5.480 3.251 3.392
Cl -3.701 5.290 4.452
Cl -6.162 6.058 3.113
H -5.911 4.816 5.087
C 4.092 7.157 2.632
Cl 3.565 8.008 4.088
Cl 2.712 6.406 1.808
Cl 4.936 8.257 1.539
H 4.783 6.373 2.926
*
```

## Properties
HOMO: -11.06 eV
Kohn-Sham gap: 7.66 eV
maximum force: 4.51 eV/A

These are the Mulliken partial charges, in e, on atoms 1 to 2: atom 1 (C): -1.08, atom 2 (C): 0.38

=====

Entry from the OMol25 dataset: a cluster of 11 separate species, C8H38N16O11 in total at a distorted geometry (wB97M-V/def2-TZVPD).

ORCA input file:
```
! wB97M-V def2-TZVPD RIJCOSX def2/J DEFGRID3
* xyz 0 1
O -0.095 0.215 4.177
H -0.202 0.194 5.135
H -0.293 1.125 3.929
O 1.333 3.019 2.742
H 1.771 2.637 3.509
H 1.845 2.693 1.979
O -4.124 1.773 0.695
H -4.648 1.226 1.293
H -4.739 2.447 0.382
C 3.193 -2.972 -2.382
O 3.073 -1.851 -2.858
N 3.756 -4.004 -3.115
N 2.691 -3.410 -1.202
H 4.055 -3.848 -4.060
H 3.760 -4.959 -2.812
H 2.586 -4.388 -1.027
H 2.233 -2.659 -0.710
C 2.944 0.786 -0.178
O 2.178 1.021 0.758
N 4.293 0.637 -0.038
N 2.493 0.564 -1.445
H 4.935 0.503 -0.792
H 4.515 0.454 0.927
H 1.511 0.375 -1.578
H 3.135 0.347 -2.184
C 0.602 -2.854 2.488
O 0.273 -3.898 1.945
N 1.172 -1.783 1.832
N 0.575 -2.694 3.844
H 1.294 -0.972 2.412
H 0.854 -1.717 0.876
H 0.233 -3.433 4.427
H 0.835 -1.802 4.216
C -1.067 -0.205 -0.162
O -0.195 -0.875 -0.736
N -2.398 -0.420 -0.319
N -0.781 0.847 0.651
H -3.012 0.254 0.109
H -2.713 -1.220 -0.836
H -1.512 1.318 1.151
H 0.187 0.966 0.921
C -1.058 5.822 1.993
O -2.160 6.348 2.035
N 0.076 6.589 2.037
N -0.774 4.475 1.789
H 0.924 6.363 1.533
H -0.257 7.543 1.985
H -1.539 3.879 2.083
H 0.098 4.123 2.222
C -5.344 -2.660 -2.346
O -6.368 -3.034 -1.793
N -4.909 -1.360 -2.195
N -4.455 -3.410 -3.033
H -5.356 -0.706 -1.582
H -4.074 -1.042 -2.653
H -4.552 -4.411 -3.066
H -3.690 -3.021 -3.548
C 1.958 4.617 -0.755
O 2.061 5.723 -0.238
N 2.767 4.247 -1.813
N 1.274 3.560 -0.230
H 3.294 4.926 -2.326
H 2.656 3.302 -2.133
H 1.146 2.744 -0.796
H 0.662 3.779 0.542
C -1.356 -4.452 -1.710
O -1.748 -5.580 -1.988
N -0.044 -4.071 -1.852
N -2.028 -3.558 -0.939
H 0.219 -3.176 -1.481
H 0.541 -4.547 -2.510
H -2.996 -3.639 -0.688
H -1.516 -2.810 -0.508
*
```

## Properties
HOMO: -9.52 eV
Kohn-Sham gap: 9.28 eV
maximum force: 2.53 eV/A

These are the Mulliken partial charges, in e, on atoms 1 to 2: atom 1 (O): -0.58, atom 2 (H): 0.29